{
  "formula": "C29H31N3O6",
  "method": "ωB97M-V with the def2-TZVPD basis set",
  "charge": 0,
  "total_energy_ev": -47330.4414,
  "smiles": "COC/C=C/C1=CC2=CC(=O)[C@@](C)(OC(=O)c3cnc4ccccc4n3)C(=O)C2=CN1CCCOC(C)C",
  "max_force_ha_per_bohr": 0.0166,
  "homo_lumo_gap_ha": 0.26168,
  "e_homo_ha": -0.280,
  "elements": ["C", "H", "O", "C", "C", "C", "C", "C", "C", "C", "C", "O", "C", "C", "O", "C", "C", "N", "C", "H", "H", "C", "C", "O", "C", "C", "H", "H", "H", "C", "H", "H", "H", "H", "H", "H", "H", "H", "H", "C", "H", "H", "H", "O", "C", "O", "C", "N", "C", "C", "C", "C", "C", "C", "N", "C", "H", "H", "H", "H", "H", "H", "H", "H", "H", "H", "H", "H", "H"],
  "xyz": [[2.677, 3.734, 5.609], [2.854, 4.806, 5.563], [3.929, 3.116, 5.433], [3.870, 1.709, 5.441], [3.406, 1.104, 4.147], [3.418, 1.768, 2.994], [3.018, 1.209, 1.708], [3.255, -0.093, 1.395], [2.855, -0.677, 0.153], [2.912, -2.019, -0.097], [2.366, -2.616, -1.271], [2.246, -3.820, -1.432], [1.903, -1.677, -2.413], [1.839, -0.177, -2.108], [1.393, 0.592, -2.936], [2.325, 0.258, -0.802], [2.121, 1.554, -0.438], [2.418, 2.047, 0.781], [1.788, 3.288, 1.184], [2.447, 3.851, 1.846], [1.611, 3.886, 0.287], [0.457, 3.007, 1.890], [-0.550, 2.306, 0.977], [-1.719, 2.059, 1.717], [-2.550, 1.032, 1.190], [-3.623, 0.764, 2.239], [-4.251, -0.066, 1.928], [-4.238, 1.650, 2.368], [-3.158, 0.524, 3.191], [-3.174, 1.422, -0.152], [-3.650, 2.397, -0.067], [-3.923, 0.688, -0.436], [-2.419, 1.460, -0.933], [-1.934, 0.128, 1.045], [-0.768, 2.946, 0.107], [-0.142, 1.353, 0.606], [0.628, 2.376, 2.765], [0.023, 3.946, 2.233], [1.675, 2.234, -1.150], [2.818, -1.901, -3.618], [2.468, -1.297, -4.452], [3.838, -1.620, -3.362], [2.786, -2.953, -3.886], [0.583, -2.090, -2.816], [-0.386, -1.716, -2.012], [-0.229, -1.037, -1.015], [-1.726, -2.202, -2.445], [-1.860, -2.737, -3.633], [-3.089, -3.150, -3.989], [-3.290, -3.742, -5.253], [-4.542, -4.151, -5.617], [-5.635, -3.987, -4.748], [-5.474, -3.417, -3.515], [-4.197, -2.989, -3.106], [-4.029, -2.435, -1.884], [-2.825, -2.059, -1.561], [-2.680, -1.623, -0.582], [-6.300, -3.285, -2.833], [-6.613, -4.319, -5.066], [-4.703, -4.607, -6.583], [-2.435, -3.857, -5.900], [3.285, -2.697, 0.657], [3.745, -0.724, 2.120], [3.767, 2.791, 3.002], [3.057, 0.084, 4.208], [3.230, 1.356, 6.264], [4.893, 1.370, 5.644], [1.965, 3.446, 4.828], [2.247, 3.480, 6.586]],
  "atomic_forces_ev_per_a": [[-0.13, 0.05, 0.03], [-0.09, 0.00, 0.01], [0.24, -0.10, -0.09], [0.14, 0.03, 0.12], [0.00, 0.31, -0.09], [0.01, 0.13, 0.43], [0.13, -0.79, -0.20], [-0.03, 0.38, 0.13], [-0.28, -0.30, -0.36], [0.26, 0.12, 0.36], [-0.20, 0.06, -0.05], [-0.01, 0.13, -0.11], [0.18, -0.17, -0.24], [-0.06, 0.22, -0.23], [0.12, -0.16, 0.07], [0.15, 0.71, 0.45], [0.15, -0.57, -0.52], [0.36, -0.17, -0.12], [-0.54, 0.40, 0.43], [-0.03, -0.02, -0.16], [0.13, -0.04, 0.04], [-0.16, -0.10, -0.29], [0.17, 0.04, 0.06], [0.01, 0.09, 0.15], [-0.38, -0.19, -0.08], [0.44, 0.08, -0.21], [-0.10, -0.09, -0.02], [-0.12, 0.10, 0.02], [0.01, -0.05, 0.11], [0.35, -0.06, 0.31], [-0.08, 0.10, 0.01], [-0.09, -0.08, -0.08], [0.04, 0.03, -0.14], [-0.06, 0.12, 0.04], [0.06, -0.08, -0.01], [-0.05, 0.08, -0.01], [0.02, 0.03, 0.05], [0.01, 0.05, 0.06], [-0.09, 0.06, 0.02], [-0.37, 0.00, 0.14], [0.01, 0.08, -0.01], [0.10, 0.01, 0.01], [0.04, -0.06, 0.04], [0.27, -0.12, -0.38], [-0.13, 0.25, 0.45], [-0.16, -0.34, -0.18], [-0.41, -0.24, -0.39], [0.49, 0.17, 0.29], [-0.63, 0.05, 0.32], [-0.19, -0.09, -0.11], [0.32, 0.01, -0.11], [-0.14, 0.10, 0.29], [-0.10, -0.11, -0.19], [0.46, -0.08, -0.41], [-0.12, 0.07, 0.29], [0.04, 0.05, -0.01], [0.09, 0.05, 0.06], [-0.08, 0.02, 0.07], [-0.08, -0.01, 0.00], [0.02, -0.03, -0.08], [0.09, -0.01, -0.07], [0.06, -0.07, 0.08], [0.11, 0.02, 0.10], [0.01, 0.09, 0.07], [-0.09, -0.18, -0.10], [0.08, 0.02, -0.07], [-0.15, -0.05, 0.06], [0.00, 0.03, 0.01], [0.01, 0.02, -0.04]],
  "mulliken_charge": [-0.48, 0.23, -0.38, -0.75, -0.70, -0.61, 0.53, -1.05, 1.30, -0.93, -0.06, -0.68, 1.81, -0.07, -0.69, 0.17, -0.43, 0.20, -1.34, 0.42, 0.52, -0.21, -0.13, -0.42, 1.05, -1.56, 0.38, 0.36, 0.39, -1.41, 0.40, 0.46, 0.24, 0.05, 0.11, 0.08, 0.18, 0.44, 0.50, -2.04, 0.43, 0.40, 0.46, -0.52, 0.59, -0.67, 0.41, -0.34, 0.48, -0.58, -0.47, -0.45, -0.48, 0.17, -0.64, -0.31, 0.63, 0.45, 0.39, 0.38, 0.48, 0.47, 0.55, 0.60, 0.50, 0.39, 0.33, 0.10, 0.34]
}

{
  "formula": "C22H42Cl3CoN2O4SSi",
  "method": "ωB97M-V with the def2-TZVPD basis set",
  "charge": -1,
  "total_energy_ev": -128576.1306,
  "s_squared": 3.76,
  "multiplicity": 4,
  "max_force_ha_per_bohr": 0.0633,
  "homo_lumo_gap_ha": [0.27335, 0.26880],
  "e_homo_ha": [-0.185, -0.181],
  "elements": ["C", "C", "H", "H", "H", "C", "C", "H", "H", "H", "H", "Co", "Cl", "Cl", "C", "O", "N", "C", "C", "H", "H", "H", "H", "H", "H", "H", "H", "H", "C", "C", "N", "H", "C", "O", "H", "H", "H", "H", "O", "C", "C", "C", "H", "C", "H", "C", "H", "C", "C", "H", "H", "H", "Si", "Cl", "C", "C", "C", "H", "H", "H", "H", "H", "H", "H", "H", "H", "C", "S", "C", "O", "H", "H", "H", "H", "H", "H"],
  "xyz": [[1.863, -1.218, -3.615], [1.152, -0.047, -3.021], [2.374, -0.966, -4.558], [1.143, -2.028, -3.822], [2.604, -1.606, -2.907], [0.391, 0.778, -3.772], [0.032, 0.528, -5.209], [0.031, 1.730, -3.366], [-0.482, -0.434, -5.339], [0.922, 0.534, -5.859], [-0.656, 1.309, -5.564], [0.494, -2.530, -0.692], [2.490, -2.736, 0.190], [-0.882, -2.575, 1.084], [0.015, 2.824, 2.154], [-1.062, 2.254, 1.979], [0.171, 4.164, 2.279], [-0.969, 5.065, 2.256], [1.496, 4.755, 2.395], [0.981, 2.266, 2.216], [-1.884, 4.480, 2.307], [-0.963, 5.668, 1.342], [-0.904, 5.746, 3.110], [2.249, 3.952, 2.337], [1.606, 5.282, 3.360], [1.686, 5.476, 1.580], [-1.783, -1.135, -2.586], [-2.155, 1.362, -3.091], [-2.616, -1.034, -1.873], [-2.932, 1.348, -2.321], [-2.625, 0.318, -1.340], [-2.474, -1.758, -1.059], [-2.981, 0.502, -0.018], [-3.184, -0.393, 0.795], [-2.966, 2.318, -1.824], [-3.093, 1.577, 0.235], [-3.563, -1.237, -2.409], [-3.896, 1.135, -2.804], [0.354, -0.549, -0.832], [1.285, 0.150, -1.518], [-0.021, 2.239, -0.943], [1.216, 1.653, -1.158], [-0.886, 1.579, -0.795], [-0.167, 3.630, -0.986], [2.276, -0.208, -1.221], [2.360, 2.445, -1.193], [-1.173, 4.071, -0.953], [0.979, 4.433, -1.081], [2.250, 3.827, -1.103], [3.322, 1.949, -1.351], [0.863, 5.522, -1.136], [3.136, 4.461, -1.091], [0.535, -4.379, 1.040], [-0.221, -3.510, -2.431], [-1.098, -5.388, 0.646], [1.265, -4.591, 2.746], [1.689, -5.468, -0.135], [-2.016, -4.774, 0.597], [-1.268, -6.122, 1.447], [-1.031, -5.947, -0.299], [1.206, -5.797, -1.060], [1.982, -6.356, 0.436], [2.635, -5.005, -0.443], [0.885, -3.840, 3.456], [2.365, -4.505, 2.700], [1.031, -5.604, 3.122], [-1.507, -0.317, 3.656], [0.297, -0.300, 3.727], [0.572, -1.659, 4.878], [0.893, -0.721, 2.429], [-1.826, -0.036, 4.667], [-1.870, -1.314, 3.370], [-1.823, 0.442, 2.929], [-0.171, -2.449, 4.717], [1.593, -2.032, 4.732], [0.461, -1.204, 5.867]],
  "atomic_forces_ev_per_a": [[-0.22, -0.56, -0.21], [-0.54, 1.28, -0.75], [-0.13, 0.04, 0.23], [0.45, 0.25, -0.03], [-0.10, -0.04, -0.14], [0.52, -0.18, 0.43], [-0.04, 0.10, -0.21], [0.04, -0.55, 0.09], [0.19, 0.08, -0.01], [-0.24, -0.06, 0.06], [0.21, -0.18, -0.02], [0.20, 3.16, -0.75], [0.97, 0.74, 0.68], [0.25, -0.22, 0.77], [-0.57, -0.72, -0.32], [0.93, 0.81, 0.37], [0.22, 0.21, 0.12], [0.40, -0.10, -0.05], [-0.03, -0.10, 0.07], [-0.49, 0.20, -0.10], [0.03, -0.01, -0.02], [-0.04, -0.08, 0.01], [-0.09, -0.04, 0.01], [-0.26, 0.36, -0.01], [-0.04, -0.17, -0.29], [-0.11, -0.32, 0.23], [-0.25, 0.02, 0.31], [-0.07, 0.04, 0.13], [0.34, -0.19, -0.18], [0.21, -0.27, 0.31], [-1.01, -0.15, 0.77], [-0.11, 0.35, -0.37], [-0.23, -0.57, -0.55], [0.25, 0.84, -0.59], [-0.04, 0.03, -0.10], [0.15, -0.24, 0.04], [0.19, -0.02, 0.24], [0.04, 0.13, 0.04], [-1.03, -1.66, 0.24], [0.59, 1.02, 0.52], [-0.70, 0.20, -0.05], [0.18, -0.67, -0.39], [0.70, 0.36, -0.22], [0.38, -0.10, 0.09], [0.58, 0.14, -0.08], [-0.05, -0.04, -0.09], [0.51, -0.11, 0.08], [-0.13, -0.17, 0.09], [-0.40, 0.50, -0.12], [-0.19, 0.27, 0.15], [0.20, -0.39, 0.11], [-0.11, -0.15, -0.12], [-0.74, -2.20, -1.06], [-0.63, -1.11, -1.03], [-0.13, -0.16, 0.47], [0.09, 0.21, 0.48], [0.28, 0.25, -0.15], [0.59, -0.28, 0.03], [0.04, -0.09, -0.05], [0.20, 0.20, 0.26], [-0.24, 0.07, 0.27], [-0.33, -0.17, 0.20], [-0.46, -0.14, 0.25], [0.18, -0.42, -0.29], [-0.48, 0.08, -0.09], [-0.06, 0.37, -0.17], [0.05, -0.37, 0.05], [0.62, 0.47, -0.68], [-0.51, 0.08, 0.24], [-0.09, 0.32, 0.52], [-0.10, -0.10, -0.14], [0.02, 0.33, 0.09], [0.23, -0.36, 0.23], [0.24, 0.08, 0.10], [-0.29, 0.22, -0.03], [0.02, -0.35, 0.06]],
  "mulliken_charge": [-1.81, 0.53, 0.48, 0.22, 0.33, 0.32, -1.77, 0.66, 0.29, 0.44, 0.38, -0.38, -0.56, -0.30, 0.27, -0.62, 0.31, -0.98, -0.93, 0.20, 0.23, 0.28, 0.38, 0.27, 0.32, 0.31, 0.00, 0.13, -0.70, -0.72, 0.50, 0.05, 0.07, -0.55, 0.23, 0.23, 0.32, 0.34, 1.22, -0.07, 1.20, -0.85, -0.29, -0.52, 0.56, -0.57, 0.32, -0.86, -0.74, 0.42, 0.41, 0.37, 1.16, -0.66, -1.25, -0.66, -1.37, 0.29, 0.38, 0.26, 0.33, 0.39, 0.39, -0.19, 0.27, 0.37, -0.60, 0.43, -1.16, -0.47, 0.45, 0.25, -0.01, 0.22, 0.37, 0.43]
}

The highest charge belongs to which entry? C29H31N3O6